The following is a DFT calculation (the ωB97M-V functional and the def2-TZVPD basis) of 8 unconnected molecules or ions with the total composition C31H34Cl6F4O3 in a non-equilibrium geometry.

The value obtained for the calculated total energy is -124843.700 eV. The HOMO energy (spin up / spin down) is 0.185 / -6.501 eV. Its spin multiplicity is 2. Its charge is -1. The LUMO energy (spin up / spin down) comes out at 2.2818 / 2.2767 eV. The calculation puts the largest force on an atom at 2.773 eV/Å.

Bonds (Å) are listed after each position.
Positions of all 78 atoms, in Å:
1 C 19.676 21.175 -8.246  Cl2 1.732, Cl3 1.757, H4 1.090, H5 1.090
2 Cl 19.432 19.623 -8.973  C1 1.732
3 Cl 19.119 21.183 -6.580  C1 1.757
4 H 20.745 21.383 -8.190  C1 1.090
5 H 19.145 21.886 -8.879  C1 1.090
6 C 12.680 25.694 -10.055  Cl7 1.808, Cl8 1.836, H9 1.090, H10 1.090
7 Cl 12.026 24.136 -10.698  C6 1.808
8 Cl 14.324 26.173 -10.717  C6 1.836
9 H 11.947 26.499 -10.110  C6 1.090
10 H 12.833 25.561 -8.984  C6 1.090
11 C 16.657 23.903 -11.905  Cl12 1.767, Cl13 1.760, H14 1.090, H15 1.090
12 Cl 17.490 22.786 -10.818  C11 1.767
13 Cl 17.287 23.736 -13.540  C11 1.760
14 H 15.594 23.689 -12.016  C11 1.090
15 H 16.814 24.953 -11.654  C11 1.090
16 C 14.874 20.268 -14.217  C17 1.535, H23 1.090, H24 1.090, H25 1.090
17 C 14.871 20.489 -12.697  C16 1.535, O18 1.420, H26 1.090, H27 1.090
18 O 14.002 19.636 -11.967  C17 1.420, C19 1.331
19 C 14.377 18.405 -11.627  O18 1.331, O20 1.240, O21 1.359
20 O 15.377 17.823 -12.071  C19 1.240
21 O 13.566 17.932 -10.644  C19 1.359, C22 1.437
22 C 13.709 16.590 -10.152  O21 1.437, H28 1.090, H29 1.090, H30 1.090
23 H 13.877 20.037 -14.591  C16 1.090
24 H 15.523 19.423 -14.445  C16 1.090
25 H 15.099 21.123 -14.854  C16 1.090
26 H 14.504 21.493 -12.485  C17 1.090
27 H 15.816 20.619 -12.170  C17 1.090
28 H 12.660 16.362 -9.965  C22 1.090
29 H 14.350 16.453 -9.280  C22 1.090
30 H 13.978 15.849 -10.905  C22 1.090
31 F 15.275 25.958 -14.703  C32 1.326
32 C 14.512 24.895 -14.915  F31 1.326, C33 1.380, C37 1.404
33 C 14.614 24.104 -16.042  C32 1.380, C34 1.379, H38 1.080
34 C 13.799 23.021 -16.295  C33 1.379, C35 1.396, H39 1.080
35 C 12.785 22.791 -15.363  C34 1.396, C36 1.406, H40 1.080
36 C 12.636 23.590 -14.216  C35 1.406, C37 1.406, H41 1.080
37 C 13.512 24.660 -13.958  C32 1.404, C36 1.406, H42 1.080
38 H 15.330 24.473 -16.761  C33 1.080
39 H 13.853 22.514 -17.247  C34 1.080
40 H 12.097 21.989 -15.586  C35 1.080
41 H 11.854 23.405 -13.495  C36 1.080
42 H 13.376 25.345 -13.134  C37 1.080
43 F 18.676 26.469 -11.478  C44 1.344
44 C 18.780 27.805 -11.572  F43 1.344, C45 1.415, C49 1.396
45 C 19.909 28.378 -10.941  C44 1.415, C46 1.390, H50 1.080
46 C 20.127 29.746 -11.051  C45 1.390, C47 1.419, H51 1.080
47 C 19.253 30.564 -11.813  C46 1.419, C48 1.382, H52 1.080
48 C 18.190 29.972 -12.468  C47 1.382, C49 1.402, H53 1.080
49 C 17.963 28.590 -12.389  C44 1.396, C48 1.402, H54 1.080
50 H 20.678 27.794 -10.457  C45 1.080
51 H 21.068 30.094 -10.651  C46 1.080
52 H 19.390 31.635 -11.856  C47 1.080
53 H 17.542 30.497 -13.155  C48 1.080
54 H 17.148 28.094 -12.894  C49 1.080
55 F 13.594 21.981 -7.762  C56 1.341
56 C 14.345 20.872 -7.691  F55 1.341, C57 1.404, C61 1.369
57 C 14.177 19.987 -6.614  C56 1.404, C58 1.380, H62 1.080
58 C 14.946 18.841 -6.608  C57 1.380, C59 1.402, H63 1.080
59 C 15.827 18.530 -7.655  C58 1.402, C60 1.400, H64 1.080
60 C 15.966 19.440 -8.709  C59 1.400, C61 1.387, H65 1.080
61 C 15.254 20.630 -8.684  C56 1.369, C60 1.387, H66 1.080
62 H 13.479 20.298 -5.851  C57 1.080
63 H 14.822 18.135 -5.801  C58 1.080
64 H 16.402 17.616 -7.673  C59 1.080
65 H 16.734 19.155 -9.414  C60 1.080
66 H 15.381 21.365 -9.466  C61 1.080
67 F 17.760 19.422 -18.208  C68 1.377
68 C 17.643 20.791 -18.308  F67 1.377, C69 1.369, C73 1.388
69 C 17.505 21.298 -19.572  C68 1.369, C70 1.359, H74 1.080
70 C 17.420 22.648 -19.709  C69 1.359, C71 1.398, H75 1.080
71 C 17.427 23.454 -18.567  C70 1.398, C72 1.360, H76 1.080
72 C 17.416 22.917 -17.318  C71 1.360, C73 1.403, H77 1.080
73 C 17.576 21.534 -17.137  C68 1.388, C72 1.403, H78 1.080
74 H 17.568 20.698 -20.467  C69 1.080
75 H 17.348 23.007 -20.725  C70 1.080
76 H 17.301 24.496 -18.820  C71 1.080
77 H 17.491 23.573 -16.463  C72 1.080
78 H 17.701 21.138 -16.141  C73 1.080